A 2-piece molecular cluster, C6H10N2 overall in a non-equilibrium geometry. Source: the Open Molecules 2025 dataset; level of theory: ωB97M-V with the def2-TZVPD basis set.

The SMILES is [H]/N=C(/C)NC#C.C=C. The value obtained for the HOMO energy is -8.829 eV. For the total energy, the calculation gives -344.00966 hartree. Its energy relative to the best compared isomer or geometry (same formula, charge and spin) is 333.6 kJ/mol. The value obtained for the frontier orbital gap is 9.6 eV.

Structure (XYZ):
```
18
C6H10N2 ωB97M-V with the def2-TZVPD basis set
H -1.123 1.580 -0.656
N -1.832 1.005 -0.204
C -1.523 -0.211 -0.100
C -2.462 -1.181 0.552
N -0.319 -0.778 -0.514
C 0.544 -0.105 -1.304
C 1.041 0.519 -2.212
H -2.742 -1.963 -0.153
H -1.994 -1.644 1.420
H -3.353 -0.649 0.868
H -0.199 -1.780 -0.451
H 1.737 1.052 -2.795
C 2.208 0.093 0.697
C 1.875 1.293 1.140
H 1.678 -0.804 1.066
H 3.026 -0.056 0.011
H 2.358 2.188 0.781
H 1.080 1.440 1.853
```

Partial charges, Löwdin, in e: atom 1 (H): 0.04, atom 2 (N): 0.15, atom 3 (C): -0.49, atom 4 (C): -0.03, atom 5 (N): 0.04, atom 6 (C): -0.25, atom 7 (C): 0.13, atom 8 (H): 0.08, atom 9 (H): 0.08, atom 10 (H): 0.08, atom 11 (H): 0.15, atom 12 (H): 0.02, atom 13 (C): -0.12, atom 14 (C): -0.07, atom 15 (H): 0.06, atom 16 (H): 0.05, atom 17 (H): 0.05, atom 18 (H): 0.05